Formula: C32H88O12
Source: OMol25
Level of theory: the ωB97M-V functional and the def2-TZVPD basis

Computed properties:
- SMILES = CC(C)O.CC(C)O.CC(C)O.CC(C)O.CC(C)O.CC(C)O.CC(C)O.CC(C)O.CCO.CCO.CCO.CCO
- relative energy (zero: lowest compared OMol25 entry of this formula, charge and spin) (kcal/mol) = 22.5
- charge = 0
- HOMO energy (Eh) = -0.366
- electronic energy (eV) = -59180.314

Structure (XYZ):
```
132
Properties=species:S:1:pos:R:3:lowdin_charge:R:1
C 2.03100 3.47296 1.10921 -0.054
C 0.62269 3.67850 1.61612 -0.451
C 0.56611 4.68444 2.73780 -0.048
O -0.12216 4.12594 0.43968 -0.065
H 1.95275 2.72399 0.31644 0.060
H 2.79376 3.11366 1.81551 0.078
H 2.46644 4.34875 0.62196 0.095
H 0.25900 2.71822 1.92880 0.107
H 0.94162 5.63736 2.41445 0.077
H 1.12466 4.31004 3.60390 0.082
H -0.44653 4.93208 3.06159 0.080
H -1.05054 4.14208 0.68289 0.093
C 2.76893 -2.84595 1.90649 -0.056
C 4.16236 -2.56589 1.44624 -0.503
C 5.11174 -2.43898 2.60526 -0.065
O 4.55192 -3.72318 0.64866 -0.072
H 2.41803 -2.06708 2.59379 0.075
H 2.82506 -3.79899 2.46677 0.095
H 2.10194 -2.95818 1.05378 0.078
H 4.17394 -1.71791 0.77992 0.107
H 5.02622 -3.42250 3.11909 0.099
H 4.82602 -1.63957 3.33840 0.090
H 6.10110 -2.27581 2.24222 0.064
H 5.48164 -3.62993 0.32992 0.101
C -0.97145 -3.98765 -1.88707 -0.051
C -2.31478 -4.68487 -1.97585 -0.483
C -3.46883 -3.69472 -1.87312 -0.052
O -2.40352 -5.38466 -3.23776 -0.035
H -0.79638 -3.38188 -2.76979 0.071
H -0.23187 -4.76541 -1.73640 0.080
H -0.93819 -3.34208 -0.99497 0.053
H -2.37803 -5.39806 -1.13478 0.127
H -3.46426 -3.06111 -0.94862 0.088
H -4.44764 -4.18062 -2.00581 0.085
H -3.36832 -3.09644 -2.75909 0.060
H -1.92762 -6.18588 -3.17916 0.062
C -1.17609 -5.98399 2.04122 -0.050
C -0.33988 -4.82218 2.56482 -0.477
C -0.88883 -3.44806 2.09791 -0.042
O -0.35328 -4.89511 3.99576 -0.060
H -0.80379 -6.88052 2.52176 0.079
H -1.12020 -6.08817 0.97596 0.055
H -2.22785 -5.82680 2.31838 0.089
H 0.69520 -4.97428 2.20253 0.122
H -0.25774 -2.65897 2.51480 0.061
H -1.91250 -3.40090 2.45986 0.073
H -0.88146 -3.36223 1.02605 0.041
H 0.02854 -4.06507 4.36704 0.104
C -2.30004 0.15218 3.19325 -0.057
C -3.62555 0.17153 2.44991 -0.471
C -4.41955 -1.15582 2.68860 -0.043
O -4.38973 1.21216 3.03922 -0.059
H -1.79539 -0.79757 3.00270 0.058
H -2.55091 0.19519 4.24956 0.090
H -1.64647 1.00030 2.93345 0.073
H -3.48791 0.37157 1.37117 0.120
H -5.34114 -1.10853 2.11371 0.063
H -4.62595 -1.39753 3.75586 0.097
H -3.87525 -1.99069 2.25272 0.051
H -5.11986 1.49562 2.47662 0.081
C 2.74269 1.20168 4.44720 -0.048
C 1.45515 0.55441 5.01626 -0.470
C 0.32055 1.54523 5.37800 -0.049
O 1.01753 -0.46807 4.14058 -0.078
H 3.01392 2.15502 4.94604 0.086
H 2.54632 1.38919 3.38887 0.041
H 3.58796 0.48978 4.57611 0.081
H 1.73959 0.04951 5.97417 0.138
H -0.44405 1.03840 5.99148 0.080
H -0.19537 1.89038 4.48618 0.050
H 0.69155 2.38528 5.95909 0.071
H 1.16562 -0.21521 3.20811 0.046
C -5.28709 2.51695 -1.10154 -0.051
C -4.19862 1.57326 -1.50395 -0.490
C -4.57293 0.13497 -1.37266 -0.055
O -3.91712 1.92997 -2.91010 -0.099
H -6.21790 2.25213 -1.60710 0.092
H -4.97293 3.52621 -1.29603 0.079
H -5.55533 2.34626 -0.05835 0.071
H -3.32154 1.81896 -0.91845 0.108
H -5.09757 -0.02059 -0.44951 0.066
H -3.66949 -0.46748 -1.41397 0.057
H -5.17686 -0.19014 -2.23258 0.102
H -3.33603 1.17496 -3.24994 0.078
C 4.37906 2.00085 -3.89327 -0.054
C 2.99639 2.58061 -3.89526 -0.423
C 2.15972 2.21427 -5.16624 -0.026
O 2.30212 2.20196 -2.66104 -0.080
H 4.39415 0.92182 -3.71797 0.092
H 4.94594 2.47937 -3.08081 0.080
H 4.92842 2.22895 -4.78023 0.072
H 3.01334 3.65494 -3.89381 0.129
H 2.66548 2.54956 -6.06117 0.077
H 1.20818 2.71338 -5.10989 0.049
H 2.05477 1.13658 -5.17984 0.067
H 1.51460 2.73540 -2.63662 0.028
C 5.06212 0.99194 1.24610 -0.039
C 4.51456 1.34644 -0.18044 -0.286
O 3.33965 0.62677 -0.50339 -0.116
H 5.30933 -0.03732 1.38324 0.030
H 4.27711 1.24405 1.99763 0.061
H 5.96295 1.56127 1.40502 0.073
H 5.31688 1.12297 -0.88287 0.102
H 4.28692 2.41860 -0.23799 0.102
H 2.95349 0.98860 -1.32982 0.062
C -1.49467 3.39584 -4.36863 -0.053
C -1.32065 3.58045 -2.84441 -0.282
O 0.03255 3.90452 -2.50374 -0.105
H -2.56183 3.27667 -4.43960 0.060
H -0.95014 2.51763 -4.69948 0.043
H -1.19354 4.33446 -4.83138 0.082
H -1.59757 2.64085 -2.34583 0.079
H -2.01018 4.32900 -2.49562 0.109
H 0.13205 4.05260 -1.54100 0.063
C -0.48773 0.47676 -0.71670 -0.050
C 0.08674 -0.32938 0.46665 -0.274
O 1.11188 0.34308 1.18022 -0.106
H 0.19275 0.72601 -1.55646 0.068
H -0.85414 1.46794 -0.40505 0.062
H -1.36042 -0.02498 -1.14801 0.059
H 0.39660 -1.33639 0.16363 0.100
H -0.69319 -0.41946 1.20542 0.073
H 1.91870 0.33471 0.61957 0.056
C -0.31330 -0.54264 -4.30335 -0.079
C -1.50250 -0.50850 -5.25440 -0.262
O -2.75748 -0.40020 -4.53400 -0.085
H 0.02454 0.45011 -4.03480 0.035
H 0.54811 -0.99443 -4.76006 0.071
H -0.53616 -1.05391 -3.33068 0.071
H -1.50323 -1.35233 -5.94363 0.113
H -1.32586 0.37582 -5.86219 0.098
H -3.44568 -0.91918 -4.92501 0.076
```